[1]
DFT (wB97M-V/def2-TZVPD) results for a cluster of 2 separate species, C29H50BBr2F2INO11S2 in total in a non-equilibrium geometry.

The geometry in XYZ format:
```
99
Properties=species:S:1:pos:R:3:forces:R:3
C -0.41695 -6.94080 -0.35007 -0.2 -0.1 0.0
C -0.29253 -5.46641 -0.10928 -0.1 0.4 0.1
Br -1.66239 -4.90274 1.06730 0.1 0.1 0.1
C 0.61223 -4.65048 -0.67469 -0.1 -0.2 1.0
Br 1.69653 -5.69760 -1.90595 0.1 0.1 0.1
C 0.84616 -3.10272 -0.57143 0.2 -0.4 -2.7
S 1.02159 -2.78405 -2.49815 0.1 0.8 0.2
C -0.35006 -2.04805 -0.40080 0.0 0.0 0.4
C -1.50614 -2.49209 -1.30998 -0.5 -0.4 0.1
C -0.96466 -1.64874 0.95412 -0.4 0.9 0.4
C -2.09135 -0.55798 0.82784 -0.4 -0.5 0.6
C -1.93727 0.50664 1.92680 0.1 0.0 -0.2
C -3.48382 -1.18052 1.07435 -0.1 0.3 -0.4
O 0.15907 -0.85856 -1.00113 0.4 -0.3 0.3
C 1.39536 -0.20080 -0.63729 -0.7 0.2 -0.6
C 1.00238 0.82489 0.44614 -0.1 0.4 0.3
C 1.63095 2.23128 0.53476 -1.0 0.1 0.7
C 0.52652 3.26550 0.85444 0.6 0.2 -0.3
C 0.29831 3.48415 2.33327 -0.6 0.4 -0.5
O -0.49580 4.69143 2.53489 0.2 -0.3 0.7
C -1.81930 4.45334 2.52145 -0.5 -0.1 -0.5
O -2.40601 3.93387 1.61285 0.1 -0.1 0.2
C 1.61959 0.58985 -1.94662 0.3 -0.6 -0.4
C 0.50692 1.52523 -2.38610 0.0 0.7 0.2
O 0.62966 2.70398 -2.28654 0.0 0.0 0.0
I -1.26560 0.86480 -3.39159 0.1 -0.2 0.0
C 2.67032 -1.16482 -0.31734 0.5 1.1 0.2
C 3.65324 -1.38106 -1.48910 0.5 -0.8 -0.6
C 5.18246 -1.50933 -1.32448 0.3 0.1 0.0
F 5.79264 -0.56202 -2.15182 -0.1 -0.1 0.1
C 3.48425 -0.50176 0.83453 -0.1 -0.2 0.9
C 4.53555 0.63328 0.70561 0.7 0.5 0.2
C 4.69117 1.60207 -0.46848 0.4 0.3 0.2
O 4.37811 1.37538 1.93323 -0.2 -0.2 -0.2
N 2.14618 -2.61931 0.19150 -0.4 -0.3 0.2
C 1.89170 -2.51983 1.70697 -0.1 0.1 0.1
C 1.13572 -3.59581 2.47178 0.3 -0.4 -0.1
O 1.42269 -4.73263 2.60747 0.0 -0.1 -0.1
F 0.20753 -3.03408 3.22008 -0.4 0.2 0.4
B 3.29014 -3.68526 0.33709 1.2 -0.6 0.5
O 3.01728 -4.98417 0.48290 -0.8 0.3 0.2
O 4.57114 -3.25353 0.57618 -0.6 0.7 0.0
H 0.51412 -7.45067 -0.11781 0.1 0.0 -0.1
H -1.19336 -7.36550 0.27322 -0.1 0.0 0.1
H -0.69171 -7.13040 -1.38652 0.1 -0.1 -0.1
H 2.17463 -3.37936 -2.81322 -0.2 -0.4 0.3
H -2.44152 -2.46333 -0.76786 -0.1 0.2 0.1
H -1.59327 -1.83403 -2.16510 0.1 0.1 -0.1
H -1.42994 -3.51950 -1.64988 0.2 0.0 -0.2
H -1.43364 -2.44678 1.49574 0.1 -0.5 -0.2
H -0.27526 -1.21989 1.66996 0.4 0.0 -0.3
H -2.10334 -0.10578 -0.16028 0.2 0.2 -0.1
H -2.40560 1.44035 1.62192 -0.1 0.1 0.0
H -0.90490 0.71916 2.18290 0.1 0.1 0.0
H -2.42358 0.17149 2.84158 0.0 -0.1 0.1
H -4.16709 -0.41385 1.43313 -0.1 0.1 0.0
H -3.44175 -1.95434 1.83816 0.0 -0.1 0.0
H -3.93894 -1.57085 0.16651 0.0 -0.2 0.0
H -0.04552 1.01618 0.23724 -0.1 -0.2 -0.2
H 0.98648 0.41160 1.45240 0.1 -0.2 0.0
H 2.30877 2.27591 1.37991 0.6 -0.1 -0.3
H 2.08882 2.57515 -0.37782 0.3 -0.2 -0.1
H 0.85471 4.23054 0.46742 0.0 0.1 0.0
H -0.39656 3.03738 0.32958 -0.2 0.0 0.1
H -0.25269 2.67568 2.81176 0.2 -0.2 0.1
H 1.23325 3.67003 2.85227 0.1 0.0 0.1
H -2.34171 4.75366 3.43545 0.1 0.4 0.1
H 2.49657 1.22385 -1.89921 0.1 0.1 0.2
H 1.77888 -0.12140 -2.75324 -0.2 -0.1 -0.1
H 3.39495 -2.26056 -2.05968 -0.3 -0.1 0.2
H 3.56745 -0.61803 -2.25187 -0.2 0.3 0.2
H 5.53886 -2.47549 -1.67426 -0.1 -0.1 -0.1
H 5.58182 -1.39474 -0.32906 -0.1 0.3 0.1
H 2.85028 -0.16130 1.64534 -0.3 0.3 -0.3
H 4.05307 -1.26293 1.35380 0.1 -0.2 -0.3
H 5.52128 0.18748 0.82834 -0.1 -0.5 -0.3
H 4.19632 2.54311 -0.26114 -0.5 -0.1 -0.1
H 4.47820 1.22115 -1.45643 -0.3 -0.1 0.0
H 5.74746 1.87113 -0.51401 0.1 -0.1 0.0
H 5.18944 1.87869 2.05575 0.0 0.1 0.1
H 2.85260 -2.52830 2.21732 0.1 0.0 -0.1
H 1.46796 -1.56065 1.95066 -0.2 0.0 -0.2
H 3.22718 -5.37104 1.34141 0.2 -0.3 -0.2
H 4.84671 -3.30911 1.49603 0.4 -0.3 -0.1
O -6.91132 2.98023 -0.65067 0.1 -0.1 0.1
S -6.61265 3.66430 -1.87205 -0.1 0.3 0.0
O -5.52442 3.21686 -2.68489 0.1 -0.2 0.0
O -6.44158 5.21061 -1.56229 0.0 0.0 -0.1
C -5.52310 5.58249 -0.50784 0.3 0.1 0.4
C -4.07615 5.50496 -0.94359 0.0 -0.2 -0.2
C -8.06066 3.79572 -2.85895 -0.1 0.0 0.0
H -5.70998 4.96200 0.36943 -0.1 -0.1 -0.1
H -5.79159 6.60430 -0.24883 -0.1 0.0 -0.1
H -3.77486 4.47469 -1.12484 0.0 0.0 0.0
H -3.43092 5.91440 -0.16730 0.0 0.0 0.0
H -3.92028 6.06203 -1.86735 0.0 0.1 0.0
H -8.87220 4.16986 -2.24198 0.0 0.0 0.0
H -8.28702 2.79692 -3.22454 0.0 0.0 0.0
H -7.85625 4.46537 -3.68943 0.0 0.0 0.0
```
Positions in Å, forces in eV/Å.

## Properties
- Charge: +1
- 2S+1: 1
- LUMO level: -3.3 eV
- E_HOMO: -11.598 eV

---

[2]
DFT (wB97M-V/def2-TZVPD) results for a cluster of 2 separate species, C4H13NO2 in total in a non-equilibrium geometry.

The geometry in XYZ format:
```
20
Properties=species:S:1:pos:R:3:forces:R:3
C 0.10749 -2.08064 0.48965 1.2 0.7 -1.2
N -0.12987 -0.72277 0.96531 -1.8 0.6 0.5
C 0.80485 0.27208 0.56176 2.7 0.1 -0.5
O 0.93082 1.51489 1.28341 -1.6 -1.0 0.0
C 0.02157 -2.25482 -1.08773 0.7 1.2 2.5
C 1.32741 -1.94932 -1.80569 0.2 -0.8 -1.5
H 1.14637 -2.24387 0.82624 -0.4 -0.7 -0.1
H -0.57581 -2.82812 0.89518 0.0 0.5 0.6
H -1.05979 -0.43660 0.67054 -0.1 -0.1 0.2
H 0.81543 0.55231 -0.50188 -0.6 -0.1 -0.1
H 1.79384 -0.17105 0.71360 0.0 -0.1 -0.1
H 0.03419 1.87757 1.25752 0.3 0.4 0.3
H -0.70904 -1.49513 -1.39994 -0.3 -0.8 -0.3
H -0.28868 -3.29786 -1.15545 -0.1 0.2 -0.9
H 2.24062 -2.33526 -1.34973 -0.2 -0.3 0.3
H 1.20967 -2.47668 -2.77453 0.5 0.4 0.2
H 1.58759 -0.90936 -2.04187 -0.7 -0.1 0.2
H -2.11797 4.65239 -0.73917 0.2 0.3 -0.2
H -2.55470 3.39851 -0.03653 -0.1 -0.1 0.1
O -2.73378 4.34063 -0.07728 -0.1 -0.1 0.1
```
Positions in Å, forces in eV/Å.

## Properties
- Charge: 0
- SMILES: CCCNCO.O
- Energy relative to the best compared isomer or geometry (same formula, charge and spin): 34.34 kcal/mol
- 2S+1: 1
- LUMO level: 0.3 eV
- E_HOMO: -9.035 eV

---

[3]
DFT (wB97M-V/def2-TZVPD) results for a cluster of 2 separate species, C4H10OS in total in a non-equilibrium geometry.

The geometry in XYZ format:
```
16
Properties=species:S:1:pos:R:3:forces:R:3
C -0.62650 -0.64136 -0.52659 0.2 -0.8 -1.4
C 0.40765 -1.54007 -1.24358 -3.0 0.5 -3.2
C 1.48020 1.97669 0.86896 -1.9 -0.1 -0.2
C -1.30810 -1.08539 0.72004 0.5 0.6 0.1
O -1.94026 1.59659 -0.46888 -0.4 -0.1 -0.1
S -1.07919 0.72985 -1.29655 0.8 -0.6 0.4
H 0.77483 -1.02722 -2.20189 0.0 -0.5 1.7
H 1.14358 -1.88245 -0.58800 1.4 -0.3 0.9
H -0.11336 -2.45673 -1.71223 0.6 1.1 1.1
H 1.53430 2.06956 1.95650 -0.3 0.1 -0.2
H 0.44794 1.59265 0.52856 1.9 0.2 0.9
H 2.30707 1.34973 0.57335 0.0 -0.2 -0.4
H -1.70453 -0.15665 1.17662 0.4 -0.8 0.5
H -2.16104 -1.70419 0.51350 -0.7 -0.2 -0.6
H -0.68238 -1.77659 1.30504 0.1 0.9 0.3
H 1.51980 2.95558 0.39516 0.4 0.1 0.1
```
Positions in Å, forces in eV/Å.

## Properties
- Charge: 0
- Energy relative to the best compared isomer or geometry (same formula, charge and spin): 35.24 kcal/mol
- 2S+1: 1
- LUMO level: 0.1 eV
- E_HOMO: -8.968 eV

---

[4]
DFT (wB97M-V/def2-TZVPD) results for a structure of composition C16H24AsF3N3PdS5.

The geometry in XYZ format:
```
53
Properties=species:S:1:pos:R:3:forces:R:3
Pd 0.42323 0.58266 0.00635 -0.5 -0.4 -0.2
S -1.66547 3.46067 3.30774 0.0 0.0 0.0
As -0.00580 2.28392 2.85849 0.1 0.0 -0.1
S -0.65389 0.30777 1.96184 0.1 0.1 0.4
S 0.77829 2.69331 0.78772 0.1 0.1 -0.2
S 1.55784 2.01176 4.20534 0.0 0.0 0.0
F 0.31059 -2.05639 -4.77773 0.0 0.0 0.0
C 0.99882 -2.85612 -3.94344 0.0 0.0 0.0
F 0.87747 -4.11265 -4.43429 0.0 0.0 0.0
F 2.29635 -2.52864 -4.05799 0.0 0.0 0.0
C 0.50305 -2.77242 -2.53005 0.0 0.0 0.0
C 0.00567 -3.89649 -1.90185 0.0 0.0 0.0
C -0.45109 -3.82830 -0.58927 0.0 0.0 0.0
C -0.39604 -2.60459 0.04672 -0.1 0.0 0.1
N 0.07058 -1.52060 -0.55692 0.1 0.4 -0.2
C 0.53696 -1.54915 -1.82436 0.0 0.0 0.0
S 1.12237 -0.03192 -2.36552 0.3 0.1 0.0
H -0.02133 -4.83485 -2.43872 0.0 0.0 0.0
H -0.83882 -4.69791 -0.08012 0.0 0.0 0.0
H -0.73374 -2.46257 1.06821 0.0 0.0 0.0
C -1.81991 1.56371 -2.53894 0.0 0.1 0.0
C -3.22625 1.99688 -3.03097 0.0 0.0 0.0
N -4.16103 2.09405 -1.90940 0.0 0.0 0.0
C -4.20330 0.80186 -1.22467 0.0 0.0 0.0
C -2.79916 0.42669 -0.68603 -0.1 0.0 -0.1
N -1.81569 1.45166 -1.07572 0.1 -0.4 0.2
C -2.22451 2.73858 -0.48993 -0.1 0.0 0.0
C -3.65377 3.10028 -0.96894 0.0 0.0 0.0
H -1.05208 2.28492 -2.82521 0.0 0.0 0.0
H -1.52638 0.60070 -2.95699 0.0 0.0 0.0
H -3.62643 1.27815 -3.75040 0.0 0.0 0.0
H -3.18994 2.97082 -3.52443 0.0 0.0 0.0
H -4.57174 0.05429 -1.93178 0.0 0.0 0.0
H -4.92722 0.87308 -0.41011 0.0 0.0 0.0
H -2.46122 -0.53249 -1.08813 0.0 0.0 0.0
H -2.78982 0.35475 0.40041 0.0 0.0 0.0
H -1.49399 3.49027 -0.78656 0.0 0.0 0.0
H -2.17297 2.65909 0.59760 0.0 0.0 -0.1
H -3.66907 4.07003 -1.47125 0.0 0.0 0.0
H -4.34305 3.15640 -0.12425 0.0 0.0 0.0
C 3.73135 1.47945 -0.67706 0.0 0.0 0.0
C 3.44058 0.87359 0.68837 0.0 0.0 0.0
C 4.63444 0.02928 1.15392 0.0 0.0 0.0
C 2.23652 -0.04448 0.75225 -0.1 0.0 0.2
H 4.63446 2.09232 -0.62553 0.0 0.0 0.0
H 2.91091 2.11407 -1.01271 0.0 0.0 0.0
H 3.88431 0.70116 -1.42860 0.0 0.0 0.0
H 3.28977 1.67522 1.41214 0.0 0.0 0.0
H 4.82680 -0.79137 0.45625 0.0 0.0 0.0
H 4.45918 -0.39345 2.14457 0.0 0.0 0.0
H 5.53335 0.64730 1.20400 0.0 0.0 0.0
H 1.98822 -0.27753 1.78565 0.1 -0.1 0.0
H 2.38866 -0.95387 0.16945 0.0 0.0 0.0
```
Positions in Å, forces in eV/Å.

## Properties
- Charge: -1
- Energy relative to the best compared isomer or geometry (same formula, charge and spin): 2.89 kcal/mol
- 2S+1: 1
- LUMO level: 1.8 eV
- E_HOMO: -4.724 eV

---

Energy (a.u.)
-8483.7210; -365.3878; -631.7685; -5442.6923